(1)
{
  "formula": "C32H26HgN6P",
  "method": "the ωB97M-V functional and the def2-TZVPD basis",
  "spin_multiplicity": 2,
  "gap_ev": [5.167, 7.314],
  "total_charge": 0,
  "homo_energy_ev": [-4.984, -7.276],
  "elements": ["Hg", "N", "C", "N", "C", "N", "N", "C", "C", "C", "C", "C", "C", "N", "C", "C", "C", "C", "C", "C", "H", "H", "H", "H", "H", "H", "H", "H", "H", "H", "H", "N", "P", "C", "C", "C", "C", "C", "C", "C", "C", "C", "C", "C", "C", "C", "C", "C", "C", "C", "C", "H", "H", "H", "H", "H", "H", "H", "H", "H", "H", "H", "H", "H", "H", "H"],
  "xyz": [[0.035521, 1.030111, -1.625108], [0.064621, -3.724589, -2.049108], [-0.422579, -2.469489, -2.246508], [0.311421, -1.420089, -2.342208], [1.695021, -1.531289, -2.239708], [2.490521, -0.510689, -2.461108], [1.923121, 0.678311, -2.573108], [2.630721, 1.737611, -2.918808], [2.046521, 3.023811, -2.881308], [2.791521, 4.164211, -3.256708], [2.209921, 5.401011, -3.245308], [0.871821, 5.519811, -2.842108], [0.202621, 4.375111, -2.464408], [0.744421, 3.161311, -2.481908], [2.260121, -2.793589, -1.817508], [3.588521, -2.937289, -1.419808], [4.043921, -4.148789, -0.931208], [3.193121, -5.238989, -0.849808], [1.868821, -5.120689, -1.251608], [1.404421, -3.902689, -1.713008], [-0.559679, -4.509489, -1.937208], [-1.498379, -2.381589, -2.340508], [3.666721, 1.621011, -3.218608], [3.817921, 4.022111, -3.555308], [2.771921, 6.272711, -3.544708], [0.383921, 6.480111, -2.816708], [-0.830779, 4.426411, -2.137908], [4.239421, -2.080789, -1.483508], [5.070121, -4.238989, -0.604608], [3.548621, -6.180589, -0.459908], [1.191421, -5.961289, -1.194008], [0.391421, 0.756211, 0.317492], [-0.787679, 0.447711, 1.259392], [-1.317579, 1.836511, 2.323492], [-2.462379, 1.855211, 3.112192], [-2.733979, 2.968911, 3.888092], [-1.869179, 4.053911, 3.880192], [-0.734979, 4.041011, 3.084892], [-0.461779, 2.931211, 2.304792], [-2.332279, -0.081489, 0.429492], [-2.947279, 0.922111, -0.319708], [-3.989679, 0.625211, -1.176408], [-4.423579, -0.688389, -1.290708], [-3.832679, -1.685189, -0.531408], [-2.788379, -1.388889, 0.331792], [-0.358579, -0.908489, 2.393192], [-0.337179, -0.808489, 3.776092], [0.104921, -1.881089, 4.532692], [0.511921, -3.050389, 3.913392], [0.516821, -3.144689, 2.529192], [0.100821, -2.066889, 1.771692], [-3.132279, 1.004111, 3.118192], [-3.621879, 2.998111, 4.505092], [-2.083179, 4.915611, 4.497692], [-0.069479, 4.893111, 3.076992], [0.411321, 2.878711, 1.664892], [-2.610179, 1.946811, -0.189608], [-4.464079, 1.408011, -1.751808], [-5.224179, -0.934089, -1.972408], [-4.185579, -2.705589, -0.616708], [-2.335079, -2.172689, 0.925392], [-0.661979, 0.103711, 4.256292], [0.136221, -1.801989, 5.610092], [0.841621, -3.886589, 4.512692], [0.857421, -4.051789, 2.047892], [0.137221, -2.092189, 0.688792]],
  "forces_ev_per_a": [[-0.5, 0.9, -0.6], [-0.3, -0.1, 0.0], [0.2, 0.2, -0.1], [-0.6, -0.2, 0.0], [0.3, 0.7, -0.3], [0.3, -0.4, 0.1], [0.3, -0.3, -0.9], [0.4, 0.0, -0.1], [-0.1, -0.1, 0.0], [0.0, 0.1, 0.0], [0.1, -0.2, 0.0], [-0.1, 0.0, 0.1], [-0.1, 0.2, -0.1], [0.1, -0.2, -0.2], [0.0, -0.5, 0.2], [-0.2, -0.1, 0.0], [0.2, 0.1, 0.0], [-0.2, -0.1, 0.0], [0.2, 0.0, 0.1], [0.5, 0.2, 0.1], [0.0, 0.2, 0.0], [0.0, 0.0, 0.0], [0.0, 0.0, 0.0], [0.1, 0.0, -0.1], [0.1, 0.1, 0.0], [-0.1, 0.1, 0.0], [0.0, 0.0, 0.0], [0.0, 0.1, 0.0], [0.0, 0.0, 0.0], [0.0, -0.1, 0.0], [0.0, -0.1, 0.0], [-0.1, -0.2, 1.3], [-0.4, -0.3, 0.8], [0.2, -0.2, -0.2], [0.1, 0.0, -0.1], [-0.1, 0.0, 0.1], [0.0, 0.1, 0.0], [0.0, 0.1, 0.1], [0.0, -0.1, -0.1], [0.2, 0.2, 0.1], [-0.2, 0.1, 0.1], [0.0, 0.0, 0.0], [0.0, -0.1, -0.1], [-0.1, -0.1, -0.1], [0.0, 0.1, 0.1], [0.0, 0.3, -0.2], [-0.1, 0.0, -0.1], [0.0, -0.1, 0.1], [0.0, 0.0, 0.1], [0.0, -0.1, 0.0], [0.0, 0.0, 0.0], [-0.1, 0.0, 0.0], [0.0, 0.0, 0.0], [0.0, 0.0, 0.0], [0.0, 0.0, 0.0], [0.0, 0.0, 0.0], [0.0, 0.0, -0.1], [0.0, 0.0, 0.0], [-0.1, 0.0, 0.0], [0.0, 0.0, 0.0], [0.0, 0.0, 0.0], [0.0, 0.0, 0.1], [0.0, 0.0, 0.1], [0.0, -0.1, 0.0], [0.0, 0.0, 0.0], [0.1, -0.1, 0.0]],
  "mulliken_spin": [0.00, 0.05, 0.07, -0.02, 0.20, -0.17, 0.16, 0.21, 0.08, 0.06, 0.00, 0.14, -0.05, 0.13, 0.00, 0.05, -0.03, 0.06, -0.03, 0.05, 0.00, 0.00, 0.02, 0.00, 0.00, 0.01, 0.00, 0.00, 0.00, 0.01, 0.00, 0.00, 0.00, 0.00, 0.00, 0.00, 0.00, 0.00, 0.00, 0.00, 0.00, 0.00, 0.00, 0.00, 0.00, 0.00, 0.00, 0.00, 0.00, 0.00, 0.01, 0.00, 0.00, 0.00, 0.00, 0.00, 0.00, 0.00, 0.00, 0.00, 0.00, 0.00, 0.00, 0.00, 0.00, 0.00]
}

=====

(2)
{
  "formula": "C32H26IrN7O11Si",
  "method": "the ωB97M-V functional and the def2-TZVPD basis",
  "spin_multiplicity": 2,
  "gap_ev": [6.643, 5.133],
  "total_charge": -1,
  "homo_energy_ev": [-6.394, -6.268],
  "relative_energy_kcal_mol": 63.0,
  "elements": ["Ir", "O", "N", "N", "O", "C", "C", "C", "C", "C", "C", "H", "H", "H", "H", "H", "O", "C", "O", "C", "C", "C", "C", "C", "C", "O", "N", "O", "O", "N", "O", "O", "H", "H", "O", "N", "C", "C", "N", "C", "N", "C", "C", "C", "C", "Si", "O", "C", "C", "C", "C", "C", "C", "C", "C", "C", "C", "C", "C", "H", "H", "H", "H", "H", "H", "H", "H", "H", "H", "H", "H", "H", "H", "H", "H", "H", "H", "H"],
  "xyz": [[0.066938, 0.250225, 0.004109], [0.554445, 0.739335, 2.113683], [1.551625, 0.137995, 2.621519], [2.282059, -0.525975, 1.834347], [2.069338, -0.652257, 0.545924], [3.396735, -1.220910, 2.395878], [4.009322, -0.741234, 3.547675], [5.104821, -1.414557, 4.058234], [5.577736, -2.559495, 3.431412], [4.943724, -3.039338, 2.295583], [3.854375, -2.367597, 1.765563], [3.624631, 0.149484, 4.021018], [5.599413, -1.037531, 4.943232], [6.443833, -3.072581, 3.828305], [5.302662, -3.941082, 1.818070], [3.348340, -2.714679, 0.876092], [-3.262087, 1.982928, 1.814733], [-2.421170, 1.884389, 0.941173], [-1.887371, 0.758674, 0.599806], [-2.031598, 3.110278, 0.152112], [-2.989166, 4.087615, 0.046525], [-2.761739, 5.249347, -0.688386], [-1.536112, 5.438463, -1.301389], [-0.552808, 4.489384, -1.160156], [-0.752839, 3.246447, -0.463426], [0.168788, 2.363581, -0.478701], [0.726921, 4.773687, -1.774559], [0.719802, 5.388437, -2.832387], [1.739617, 4.424818, -1.198543], [-3.779192, 6.260598, -0.785852], [-4.849661, 6.059831, -0.234647], [-3.523201, 7.277631, -1.415734], [-3.938235, 3.945429, 0.542229], [-1.338624, 6.331953, -1.874203], [-0.673942, -1.721688, 0.533314], [-1.437405, -1.863133, 1.495267], [-2.710631, -1.707407, 1.545938], [-3.541465, -1.413630, 0.417951], [-4.222211, -1.288603, -0.497348], [-3.364578, -1.917290, 2.796903], [-3.928568, -2.103818, 3.777977], [-1.518861, 1.761923, -3.357516], [-1.250609, 0.505327, -4.172776], [-1.221888, 0.814091, -5.663761], [-2.267309, -0.581750, -3.843811], [0.494776, -0.197466, -3.549696], [0.358710, -0.351009, -1.984566], [1.860860, 0.983701, -4.108990], [2.171064, 2.048489, -3.260513], [3.249296, 2.882630, -3.519762], [4.041868, 2.663362, -4.636499], [3.747041, 1.612068, -5.492795], [2.665270, 0.783342, -5.231761], [0.699819, -1.902977, -4.356321], [0.767129, -2.125829, -5.731383], [0.955098, -3.402219, -6.243936], [1.080089, -4.485536, -5.386119], [1.015107, -4.283611, -4.015004], [0.824425, -3.005837, -3.508845], [-2.515283, 2.157680, -3.595941], [-0.785925, 2.543841, -3.573516], [-1.497817, 1.533521, -2.292218], [-2.171402, 1.282322, -5.957067], [-1.107580, -0.095594, -6.255679], [-0.419689, 1.511350, -5.916505], [-3.280110, -0.235343, -4.088562], [-2.249408, -0.822081, -2.778534], [-2.073270, -1.495392, -4.410003], [1.576734, 2.208016, -2.368690], [3.462265, 3.696677, -2.840248], [4.888524, 3.308032, -4.839157], [4.368973, 1.433537, -6.362459], [2.465208, -0.040156, -5.907052], [0.673533, -1.298362, -6.424388], [1.003987, -3.553335, -7.315798], [1.222706, -5.482079, -5.785839], [1.113060, -5.126112, -3.340402], [0.771316, -2.842397, -2.438784]],
  "forces_ev_per_a": [[-1.2, 0.7, 1.5], [-1.0, -0.4, -1.7], [0.3, -0.1, 0.0], [-0.6, 0.4, 0.5], [-1.4, 0.5, -1.3], [0.5, -0.3, 0.2], [-0.1, 0.1, -0.1], [0.0, 0.0, 0.0], [0.0, 0.0, 0.0], [0.1, 0.0, 0.0], [-0.2, 0.1, -0.1], [0.0, 0.0, 0.0], [0.0, 0.0, 0.0], [0.0, 0.0, 0.0], [0.0, 0.0, 0.0], [0.0, 0.0, 0.0], [0.3, -0.5, -0.4], [-0.2, 1.9, 0.3], [2.3, -2.1, -1.0], [0.4, -0.5, 0.0], [-0.3, 0.5, -0.1], [0.5, -0.8, 0.2], [0.0, 0.2, 0.0], [-0.3, -0.6, 0.4], [-1.0, 0.7, -0.1], [1.3, -2.3, 0.1], [0.4, 0.3, -0.4], [0.0, -0.1, 0.2], [-0.2, 0.1, 0.1], [-0.5, 0.5, -0.1], [0.2, 0.0, -0.1], [0.0, -0.2, 0.1], [0.0, 0.0, 0.0], [0.0, 0.0, 0.0], [2.3, 1.5, -3.8], [-1.0, -0.5, 4.5], [0.2, 0.3, -1.1], [-0.2, 0.1, -0.3], [-0.1, 0.0, -0.1], [0.0, -0.3, 0.2], [-0.1, 0.0, 0.1], [-0.3, 0.0, -0.2], [1.5, -0.6, 0.4], [-0.3, 0.1, 0.1], [-0.2, 0.2, -0.1], [-1.5, 0.8, -2.4], [-0.4, 0.3, 4.0], [0.0, -0.4, 0.4], [0.1, -0.1, -0.1], [0.0, 0.1, 0.0], [0.0, 0.0, 0.0], [0.0, 0.0, -0.1], [0.0, 0.0, 0.0], [0.3, 0.2, 0.5], [0.0, 0.0, -0.1], [0.0, 0.0, 0.0], [0.0, 0.0, 0.0], [0.0, -0.1, 0.0], [0.0, 0.0, 0.0], [0.0, 0.1, 0.0], [0.0, 0.0, 0.0], [-0.1, 0.1, 0.0], [0.0, 0.0, -0.1], [0.0, 0.0, 0.0], [0.0, 0.0, 0.0], [0.0, -0.1, 0.0], [-0.1, -0.1, 0.0], [0.0, 0.0, 0.0], [0.1, 0.0, 0.0], [0.0, 0.0, 0.0], [0.0, 0.0, 0.0], [0.0, 0.0, 0.0], [0.0, 0.0, 0.0], [0.0, 0.0, 0.0], [0.0, 0.0, 0.0], [0.0, 0.0, 0.0], [0.0, 0.0, 0.0], [0.0, -0.1, 0.0]],
  "mulliken_spin": [0.60, 0.02, 0.00, 0.00, 0.05, 0.00, 0.00, 0.00, 0.00, 0.00, 0.00, 0.00, 0.00, 0.00, 0.00, 0.00, 0.01, -0.01, 0.02, 0.00, 0.00, 0.01, 0.00, 0.00, 0.01, 0.02, 0.00, 0.00, 0.00, 0.00, 0.00, 0.00, 0.00, 0.00, 0.13, 0.08, 0.00, 0.00, 0.00, 0.00, 0.00, 0.01, 0.01, 0.00, 0.00, -0.02, 0.08, 0.01, -0.01, 0.00, 0.00, 0.00, 0.00, 0.00, 0.00, 0.00, 0.00, 0.00, 0.00, 0.00, 0.00, 0.00, 0.00, 0.00, 0.00, 0.00, 0.00, 0.00, 0.01, 0.00, 0.00, 0.00, 0.00, 0.00, 0.00, 0.00, 0.00, 0.00]
}

=====

(3)
{
  "formula": "C32H26N5O2PdS",
  "method": "the ωB97M-V functional and the def2-TZVPD basis",
  "gap_ev": 6.409,
  "total_charge": 1,
  "homo_energy_ev": -10.044,
  "relative_energy_kcal_mol": 0.7,
  "elements": ["Pd", "C", "C", "C", "C", "C", "C", "N", "C", "C", "C", "C", "C", "N", "C", "C", "C", "C", "C", "C", "N", "H", "H", "H", "H", "H", "H", "H", "H", "H", "H", "H", "H", "H", "H", "H", "O", "S", "O", "N", "C", "C", "C", "C", "C", "C", "C", "C", "N", "C", "C", "C", "C", "C", "C", "C", "H", "H", "H", "H", "H", "H", "H", "H", "H", "H", "H"],
  "xyz": [[-0.399055, -0.448034, 0.806643], [0.719464, 2.566128, -0.857964], [-0.024576, 2.736294, 0.424421], [-0.287959, 4.041169, 0.847262], [-0.868209, 4.281326, 2.069699], [-1.140174, 3.198602, 2.886092], [-0.871075, 1.929110, 2.429265], [-0.370753, 1.678675, 1.187564], [-1.094065, 0.750597, 3.301532], [-1.456441, 0.800157, 4.634022], [-1.642249, -0.391309, 5.317280], [-1.491802, -1.599007, 4.660110], [-1.132458, -1.591123, 3.323444], [-0.908345, -0.431516, 2.704010], [-0.975917, -2.782822, 2.466009], [-1.305867, -4.031079, 2.938996], [-1.138777, -5.128612, 2.112536], [-0.601375, -4.927294, 0.867112], [-0.266052, -3.643336, 0.433649], [0.397657, -3.503728, -0.894139], [-0.498409, -2.569847, 1.211735], [0.778339, 3.516413, -1.383216], [0.254785, 1.833413, -1.503612], [1.732792, 2.222894, -0.637161], [-0.021069, 4.858998, 0.191584], [-1.086860, 5.289707, 2.396666], [-1.564581, 3.351948, 3.868981], [-1.590363, 1.744743, 5.138401], [-1.916064, -0.376384, 6.363925], [-1.650341, -2.528429, 5.186779], [-1.702819, -4.159371, 3.935404], [-1.406512, -6.120292, 2.451832], [-0.418293, -5.759262, 0.200437], [0.776023, -4.470967, -1.220746], [1.229860, -2.810720, -0.830798], [-0.295819, -3.141564, -1.652856], [-1.380652, -1.617521, -3.069214], [-1.499294, -0.665839, -1.998839], [-2.481343, -0.895857, -0.972298], [-0.090229, -0.467971, -1.218447], [1.174648, -0.480551, -1.807022], [1.398290, -0.552822, -3.165208], [2.696076, -0.541670, -3.711841], [3.800911, -0.463992, -2.918908], [3.630068, -0.400767, -1.518605], [4.728671, -0.329286, -0.632397], [4.525537, -0.275664, 0.715034], [3.202717, -0.292211, 1.190084], [2.155505, -0.352150, 0.407689], [2.331290, -0.409289, -0.948207], [-1.877361, 0.905848, -2.714256], [-1.542080, 1.187344, -4.031101], [-1.806157, 2.454529, -4.535111], [-2.404495, 3.414565, -3.730568], [-2.758465, 3.113684, -2.418785], [-2.498643, 1.853983, -1.905909], [0.558140, -0.655027, -3.836330], [2.803610, -0.602808, -4.788302], [4.800101, -0.457379, -3.338148], [5.731192, -0.319229, -1.045442], [5.349681, -0.222775, 1.413399], [3.008003, -0.252251, 2.258482], [-1.106717, 0.418903, -4.656073], [-1.556059, 2.684161, -5.563648], [-2.615497, 4.397412, -4.133621], [-3.252476, 3.855967, -1.803833], [-2.787609, 1.583174, -0.897442]],
  "forces_ev_per_a": [[0.3, 0.0, 0.1], [0.0, -0.2, 0.0], [0.0, -0.1, 0.1], [0.0, 0.1, 0.1], [0.0, 0.1, -0.1], [-0.1, 0.1, 0.2], [0.1, -0.2, 0.0], [-0.1, 0.3, 0.0], [0.0, 0.0, -0.3], [-0.1, 0.0, 0.1], [0.0, 0.0, 0.0], [-0.1, -0.1, 0.2], [0.0, 0.0, -0.2], [0.0, 0.2, -0.1], [0.0, 0.0, 0.0], [-0.1, -0.1, 0.2], [0.0, -0.1, 0.0], [0.0, -0.1, 0.0], [0.0, 0.2, 0.0], [-0.1, 0.1, -0.1], [-0.1, -0.1, -0.1], [0.0, 0.0, 0.0], [-0.1, 0.0, -0.1], [0.0, 0.0, 0.0], [0.0, 0.0, 0.0], [0.0, 0.0, 0.0], [0.0, 0.0, -0.1], [0.0, 0.0, 0.0], [0.0, 0.0, 0.0], [0.0, 0.0, 0.0], [0.0, 0.0, 0.0], [0.0, 0.0, 0.0], [0.0, 0.0, 0.0], [0.0, 0.0, 0.0], [0.1, 0.1, 0.0], [0.0, 0.0, 0.0], [0.1, 0.0, -0.1], [0.1, 0.0, -0.3], [0.0, -0.1, 0.2], [0.0, -0.1, 0.5], [0.1, 0.0, -0.1], [-0.1, 0.0, -0.1], [0.0, 0.0, 0.0], [0.0, 0.0, 0.0], [-0.2, 0.0, 0.1], [0.1, 0.0, 0.0], [0.1, 0.0, 0.0], [-0.1, 0.0, -0.1], [0.0, 0.0, -0.4], [0.1, 0.0, 0.2], [0.0, 0.0, 0.0], [0.0, 0.0, 0.1], [0.0, 0.0, 0.0], [0.0, 0.0, 0.0], [0.0, 0.0, 0.0], [0.0, 0.0, 0.0], [0.1, 0.0, 0.1], [0.0, 0.0, 0.0], [0.0, 0.0, 0.0], [0.0, 0.0, 0.0], [0.0, 0.0, 0.0], [0.0, 0.0, 0.0], [0.0, 0.0, 0.0], [0.0, 0.0, 0.1], [0.0, 0.0, 0.0], [0.0, 0.0, 0.0], [0.0, 0.0, 0.0]],
  "mulliken_charge": [0.71, -0.89, 0.40, -0.85, -0.96, -0.71, 0.65, 0.85, 0.29, -0.85, -0.82, -0.89, 0.37, 0.13, 0.92, -0.89, -0.77, -0.92, 0.67, -0.93, 0.55, 0.55, -0.03, 0.23, 0.49, 0.46, 0.37, 0.42, 0.45, 0.42, 0.35, 0.45, 0.47, 0.50, 0.01, 0.19, -0.71, 1.48, -0.83, 0.56, 0.74, -1.40, -1.13, -0.98, 0.94, -0.83, -0.85, -0.46, 0.21, 0.40, -0.25, 0.00, -0.77, -0.52, -0.62, -0.30, 0.54, 0.42, 0.41, 0.44, 0.43, 0.43, 0.50, 0.42, 0.42, 0.46, 0.45]
}

=====

no.,E_tot (eV)
1,-56007.7299
2,-77266.5877
3,-59463.1021